The following is a quantum chemistry calculation of a 12-piece molecular cluster, C53H94N12O2 overall, from the Open Molecules 2025 dataset.

Last column: Mulliken charge in e.
Geometry (Å):
C 8.0735 2.0715 1.6823  0.0885
C 6.8845 2.1254 1.5227  -1.2559
C 5.4534 2.4088 1.2833  -0.1198
C 5.2962 2.9106 -0.1652  -0.1321
N 5.3006 1.7337 -1.0423  -0.6607
C 4.0654 3.8477 -0.3844  -0.3720
O 3.4104 4.2585 0.7909  -0.5115
C 2.3741 3.3735 1.1865  -0.1118
C 1.1445 3.3861 0.2613  -0.6687
C 0.4062 2.0331 0.1618  0.4326
C 1.3120 0.8324 -0.1478  1.5435
O 1.1450 -0.2056 0.8144  -0.5780
H 9.0689 2.1838 2.0189  0.4702
H 4.9357 1.4610 1.4416  0.1765
H 5.1343 3.1202 2.0429  0.4090
H 6.1946 3.4745 -0.4085  0.6522
H 4.3576 1.3999 -1.2027  0.1261
H 5.7104 1.9524 -1.9403  0.2738
H 3.4094 3.3775 -1.1266  0.1354
H 4.4417 4.7606 -0.8527  0.3971
H 2.7823 2.3705 1.3603  -0.0378
H 2.0415 3.7224 2.1658  0.4756
H 1.3907 3.7154 -0.7508  0.2263
H 0.4595 4.1429 0.6471  0.4889
H -0.1754 1.8889 1.0716  0.5264
H -0.2923 2.1383 -0.6698  -0.9332
H 1.1124 0.4100 -1.1365  -1.0270
H 2.3812 1.0810 -0.1431  -0.3340
H 1.6546 0.0220 1.5957  0.2382
C -3.9318 1.7808 -4.6677  -1.2687
C -3.1208 0.8441 -3.7780  -0.2167
C -2.9205 1.3846 -2.3599  0.4335
C -2.1914 2.6606 -2.3957  0.1746
N -1.6228 3.6590 -2.4326  -0.5068
H -3.4269 2.7386 -4.8069  0.3685
H -4.0724 1.3406 -5.6557  0.3945
H -4.9182 1.9728 -4.2389  0.2154
H -2.1479 0.6626 -4.2391  0.0537
H -3.6300 -0.1189 -3.7163  0.4065
H -2.3498 0.6706 -1.7629  0.2505
H -3.8819 1.5438 -1.8726  -0.2858
C 2.8080 -3.2726 3.4621  -0.6655
C 2.0187 -3.3420 4.7664  -0.6605
C 0.8848 -2.3131 4.8324  0.1122
C 1.4216 -0.9477 4.7338  0.2266
N 1.8415 0.1158 4.6243  -0.5210
H 3.3033 -2.3070 3.3452  0.3795
H 3.5809 -4.0358 3.4404  -0.1117
H 2.1552 -3.4296 2.6003  0.2910
H 2.6999 -3.1908 5.6068  0.3109
H 1.5916 -4.3413 4.8752  0.3696
H 0.3410 -2.4106 5.7732  0.3664
H 0.1790 -2.4713 4.0156  -0.1265
C 8.0261 -4.8200 4.2251  -1.1404
C 7.0194 -5.9025 4.5997  -0.5850
C 6.3666 -6.5532 3.3756  0.4110
C 5.6367 -5.5484 2.5882  0.3045
N 5.0665 -4.7540 1.9851  -0.6167
H 7.5482 -3.9960 3.6932  0.3412
H 8.4886 -4.4049 5.1210  0.3557
H 8.8171 -5.2232 3.5900  0.2805
H 6.2478 -5.4704 5.2412  0.3078
H 7.5232 -6.6766 5.1820  0.3403
H 5.6661 -7.3297 3.6880  0.4199
H 7.1239 -7.0146 2.7417  -0.4601
C -6.5427 5.3475 -2.0073  -1.0735
C -6.3558 5.3555 -0.4956  -0.2443
C -5.2578 4.3958 -0.0240  -0.4128
C -5.5870 3.0123 -0.3989  0.2977
N -5.8442 1.9360 -0.7077  -0.6449
H -6.8592 4.3657 -2.3679  0.2563
H -7.3065 6.0633 -2.2963  0.3267
H -5.6161 5.6181 -2.5177  0.3153
H -7.3016 5.0938 -0.0142  0.2279
H -6.1013 6.3671 -0.1728  0.2920
H -5.1468 4.4436 1.0599  0.3355
H -4.2987 4.6601 -0.4735  0.2871
C 2.0494 6.7809 -1.7385  -0.8872
C 2.5812 8.1865 -1.4863  -0.4863
C 2.7529 8.9975 -2.7747  -0.4749
C 3.7120 8.3386 -3.6764  0.2709
N 4.4659 7.8248 -4.3736  -0.4356
H 2.7409 6.1950 -2.3469  0.3062
H 1.9167 6.2505 -0.7948  0.0630
H 1.0847 6.8105 -2.2497  0.4463
H 3.5389 8.1201 -0.9655  0.2830
H 1.8940 8.7174 -0.8247  0.3376
H 3.1212 9.9983 -2.5479  0.3084
H 1.7986 9.0990 -3.2934  0.2773
C -10.1195 7.4342 0.5841  -0.9669
C -9.5384 8.8178 0.8550  -0.4052
C -9.3325 9.6383 -0.4226  -0.4373
C -8.3946 8.9567 -1.3284  0.2761
N -7.6574 8.4245 -2.0299  -0.4378
H -9.4473 6.8310 -0.0288  0.1693
H -10.2772 6.8974 1.5198  0.3227
H -11.0797 7.5050 0.0695  0.3259
H -8.5859 8.7111 1.3785  0.2783
H -10.2090 9.3656 1.5196  0.3047
H -8.9295 10.6223 -0.1819  0.2834
H -10.2802 9.7806 -0.9437  0.2767
C 2.3294 -6.5887 0.9097  -0.8324
C 2.1472 -6.8064 -0.5876  -0.4631
C 0.8159 -7.4797 -0.9369  -0.4516
C 0.7274 -8.8072 -0.3069  0.2618
N 0.6584 -9.8410 0.1881  -0.4310
H 2.3450 -7.5361 1.4531  0.4042
H 3.2733 -6.0829 1.1078  0.0694
H 1.5233 -5.9735 1.3167  0.2725
H 2.9731 -7.4132 -0.9653  0.2895
H 2.1991 -5.8427 -1.0978  0.3114
H 0.7227 -7.6015 -2.0164  0.2923
H -0.0223 -6.8721 -0.5930  0.2722
C 1.1687 -1.3701 -6.1272  -1.1811
C 1.7061 -0.2571 -5.2343  -0.5148
C 1.8374 -0.6801 -3.7674  0.1648
C 0.5254 -1.0620 -3.2192  0.2330
N -0.5010 -1.3586 -2.7990  -0.5468
H 0.1609 -1.6676 -5.8328  0.3297
H 1.1203 -1.0362 -7.1637  0.3588
H 1.8117 -2.2517 -6.0856  0.3124
H 1.0477 0.6113 -5.3070  0.2871
H 2.6869 0.0540 -5.5984  0.3559
H 2.2372 0.1414 -3.1717  -0.1212
H 2.5164 -1.5285 -3.6715  0.3675
C -8.4097 0.6188 -2.2489  -0.9662
C -8.8764 -0.8058 -2.5271  -0.5187
C -9.9177 -0.8879 -3.6487  -0.4466
C -11.1208 -0.1152 -3.2986  0.2535
N -12.0568 0.4912 -3.0255  -0.4273
H -9.2343 1.2491 -1.9098  0.3727
H -7.6534 0.6273 -1.4705  0.3035
H -7.9775 1.0718 -3.1447  0.2722
H -9.2917 -1.2320 -1.6115  0.3117
H -8.0149 -1.4177 -2.8028  0.3208
H -10.2101 -1.9240 -3.8215  0.2960
H -9.5085 -0.4934 -4.5798  0.2660
C 9.9338 -10.4480 -0.3067  -1.1534
C 9.1501 -10.5108 0.9996  -0.4410
C 8.0285 -9.4694 1.0722  -0.3164
C 8.5786 -8.1068 0.9773  0.2697
N 9.0143 -7.0467 0.9037  -0.4887
H 10.4384 -9.4879 -0.4247  0.3522
H 10.6996 -11.2234 -0.3282  0.3404
H 9.2770 -10.5975 -1.1660  0.2972
H 9.8361 -10.3685 1.8372  0.2953
H 8.7129 -11.5048 1.1093  0.3260
H 7.4877 -9.5612 2.0153  0.2566
H 7.3165 -9.6162 0.2588  0.3368
C -4.7323 -1.2784 5.1940  -1.2946
C -3.2929 -1.5648 4.7812  -0.2687
C -3.1451 -2.8799 4.0082  -0.2104
C -3.5808 -4.0116 4.8427  0.2397
N -3.9207 -4.8859 5.5047  -0.4280
H -5.1139 -2.0437 5.8714  0.3670
H -4.7956 -0.3222 5.7139  0.3559
H -5.3887 -1.2338 4.3226  0.3109
H -2.6634 -1.5907 5.6736  0.2349
H -2.9299 -0.7453 4.1576  0.3434
H -2.1051 -3.0346 3.7211  0.0389
H -3.7455 -2.8592 3.0979  0.3299

orbital gap: 9.38 eV
maximum force: 1.2 eV/Å
multiplicity: 1
SMILES: C#CC[C@@H](N)COCCCCO.CCCC#N.CCCC#N.CCCC#N.CCCC#N.CCCC#N.CCCC#N.CCCC#N.CCCC#N.CCCC#N.CCCC#N.CCCC#N
M: 931.4 g mol⁻¹
energy above the lowest of the compared OMol25 structures with the same formula, charge and spin: 0.0 kJ/mol
HOMO energy: -9.071 eV
LUMO energy: 0.31 eV

The following is a quantum chemistry calculation of C3H8BrNaO3S as an isolated structure, from the Open Molecules 2025 dataset.

Last column: Mulliken charge in e.
Geometry (Å):
Na 3.9295 -0.6893 -5.0795  0.6936
Br 1.3026 0.5693 -4.8088  -0.6578
O -0.7304 -1.0773 -1.8735  -0.5430
S -0.9897 -0.1358 -0.8310  1.1234
O -2.2925 0.3722 -0.4399  -0.5941
O -0.1011 -0.5970 0.5142  -0.3175
C -0.7242 -0.3366 1.8102  -0.2791
C 0.1964 -0.9336 2.9654  -1.0921
C 0.0089 1.3087 -1.2502  -0.7749
H -1.6754 -0.8662 1.8635  0.3476
H -0.8644 0.7383 1.9241  0.3462
H 0.2384 -2.0009 2.7482  0.2913
H -0.2212 -0.6940 3.9434  0.3542
H 1.1154 -0.3943 2.7360  0.2951
H -0.2201 2.2548 -0.7597  0.2988
H -0.0405 1.3973 -2.3354  0.2112
H 1.0684 1.0842 -1.1269  0.2971

orbital gap: 6.68 eV
maximum force: 3.2 eV/Å
multiplicity: 1
M: 227.1 g mol⁻¹
energy above the lowest of the compared OMol25 structures with the same formula, charge and spin: 140.2 kJ/mol
HOMO energy: -8.177 eV
LUMO energy: -1.49 eV

The following is a quantum chemistry calculation of C41H33MnN2PS2SbSe2 as an isolated structure, from the Open Molecules 2025 dataset.

Last column: Löwdin spin population.
Geometry (Å):
Mn 0.3590 0.6782 2.4741  4.5923
Se -1.4038 -1.0382 1.8505  0.0828
P -2.2621 0.9475 1.9285  0.0224
Se -1.0339 2.7359 2.0156  0.0789
C -3.4739 1.0201 3.2917  0.0007
C -4.0674 -0.1503 3.7572  0.0011
C -5.0212 -0.0996 4.7617  0.0001
C -5.3829 1.1180 5.3176  -0.0002
C -4.7854 2.2866 4.8674  0.0001
C -3.8342 2.2385 3.8605  0.0008
C -3.2416 1.0297 0.3781  0.0050
C -2.8973 1.8795 -0.6638  0.0016
C -3.5615 1.8028 -1.8839  0.0005
C -4.5918 0.8950 -2.0581  -0.0003
C -4.9591 0.0573 -1.0090  0.0003
C -4.2815 0.1176 0.1943  0.0008
H -3.7511 -1.1036 3.3532  0.0015
H -5.4682 -1.0176 5.1214  0.0000
H -6.1184 1.1561 6.1114  0.0000
H -5.0491 3.2389 5.3091  0.0000
H -3.3538 3.1470 3.5229  0.0012
H -2.0868 2.5839 -0.5284  0.0019
H -3.2557 2.4466 -2.6990  0.0001
H -5.1052 0.8320 -3.0095  0.0000
H -5.7642 -0.6554 -1.1378  0.0001
H -4.5505 -0.5658 0.9913  0.0005
S 0.7339 0.4626 4.8923  0.0726
C 1.9498 -0.7868 4.6959  0.0138
C 2.1586 -1.6654 5.7651  0.0055
C 3.0916 -2.6878 5.7252  0.0018
C 3.2456 -3.5520 6.8635  0.0002
N 3.3609 -4.2313 7.7846  0.0004
C 3.8643 -2.8612 4.5699  0.0025
C 3.6759 -1.9974 3.5010  0.0044
C 2.7432 -0.9590 3.5302  0.0144
S 2.6717 0.0760 2.1012  0.0643
C 4.8389 -3.9105 4.4581  0.0003
N 5.6133 -4.7557 4.3597  0.0008
H 1.5606 -1.5376 6.6576  0.0011
H 4.2757 -2.1332 2.6109  0.0007
C 0.0326 -0.7910 -4.6475  0.0001
C -0.2955 0.6591 -4.4011  0.0006
C -0.8699 1.3641 -5.4623  0.0002
C -1.1530 2.7148 -5.3838  0.0001
C -0.8581 3.4010 -4.2138  0.0000
C -0.3121 2.7060 -3.1486  0.0007
C -0.0206 1.3352 -3.2072  0.0044
Sb 0.7302 0.7226 -1.2656  0.0115
C 2.7488 1.3549 -1.5143  0.0000
C 3.2161 2.1301 -0.4532  0.0011
C 4.5023 2.6529 -0.4434  0.0001
C 5.3391 2.4029 -1.5160  0.0001
C 4.8853 1.6399 -2.5832  0.0000
C 3.5981 1.1129 -2.6050  0.0001
C 3.1492 0.3320 -3.8086  0.0001
C 0.9452 -1.3924 -1.3886  -0.0001
C 2.1741 -1.9942 -1.1350  0.0002
C 2.2882 -3.3724 -1.0244  0.0001
C 1.1589 -4.1644 -1.1583  -0.0001
C -0.0734 -3.5724 -1.3959  0.0002
C -0.2026 -2.1914 -1.5063  0.0005
C -1.5559 -1.5953 -1.7832  0.0015
H 0.7676 -0.8739 -5.4522  0.0000
H -0.8565 -1.3408 -4.9652  0.0000
H 0.4442 -1.2889 -3.7757  0.0000
H -1.0870 0.8271 -6.3804  0.0000
H -1.5936 3.2293 -6.2289  0.0000
H -1.0598 4.4614 -4.1252  0.0000
H -0.1105 3.2546 -2.2313  0.0003
H 2.5750 2.3126 0.4032  0.0018
H 4.8423 3.2331 0.4044  0.0000
H 6.3493 2.7939 -1.5250  0.0000
H 5.5461 1.4452 -3.4208  0.0000
H 4.0053 0.0162 -4.4062  0.0000
H 2.4997 0.9392 -4.4440  0.0000
H 2.5858 -0.5575 -3.5283  0.0000
H 3.0550 -1.3773 -0.9919  0.0003
H 3.2506 -3.8215 -0.8141  0.0000
H 1.2322 -5.2405 -1.0608  0.0000
H -0.9591 -4.1923 -1.4835  0.0000
H -2.3524 -2.2962 -1.5314  0.0002
H -1.6665 -1.3251 -2.8370  0.0000
H -1.7371 -0.6946 -1.1928  0.0010

orbital gap (alpha / beta): 6.58 / 6.79 eV
maximum force: 1.8 eV/Å
multiplicity: 6
M: 983.5 g mol⁻¹
energy above the lowest of the compared OMol25 structures with the same formula, charge and spin: 0.0 kJ/mol
total charge: -1
HOMO energy (alpha / beta): -4.506 / -4.769 eV
expectation value of S²: 8.763
LUMO energy (alpha / beta): 2.07 / 2.02 eV